Here is the molecule CF2N2 in a non-equilibrium geometry from OMol25. Energies are from ωB97M-V/def2-TZVPD.

Structure (XYZ):
```
5
Properties=species:S:1:pos:R:3:nbo_charge:R:1
C 0.7174 0.4949 -0.3690 0.591
N 0.3245 -0.5798 0.1428 -0.300
N -0.6211 -0.6500 0.8608 0.314
F 0.3891 0.5127 -1.6336 -0.289
F -1.1266 0.6875 1.2154 -0.315
```

Values from the calculation:
- Spin multiplicity: 3
- E_HOMO (spin up / spin down): -8.79 / -12.44 eV
- Energy: -347.0712 Ha
- Energy relative to the best compared isomer or geometry (same formula, charge and spin): 347.0 kJ/mol
- Net charge: 0